Record 1
A molecular structure, AgH10O5 at a distorted geometry. Source: the Open Molecules 2025 dataset; level of theory: ωB97M-V/def2-TZVPD.

```
16
Properties=species:S:1:pos:R:3:forces:R:3
Ag 0.198820 -0.000045 -0.892937 -0.05 0.18 -0.83
O 2.440785 0.217574 -0.370284 -0.15 -1.40 -0.50
H 2.702651 0.996726 0.051725 0.72 2.44 0.56
H 2.826689 -0.416773 0.229567 0.19 -0.96 -0.03
O -2.191035 -0.115693 -0.939417 0.88 1.93 -1.67
H -2.585855 0.770610 -0.923551 0.15 -0.19 -0.37
H -2.675082 -0.562609 -0.302315 -1.48 -1.66 1.97
O 0.044485 2.479780 -0.135544 -0.29 -0.18 1.27
H -0.621927 2.581873 0.575056 -0.01 0.23 -0.82
H 0.800816 2.290374 0.438784 0.26 0.22 -0.41
O -0.118364 -0.321287 1.407004 -0.91 0.98 1.45
H -0.814168 0.252897 1.848558 1.51 -1.13 -0.47
H 0.698872 -0.286113 1.938308 -0.76 0.04 0.02
O -0.085459 -2.323356 -0.960994 -1.79 2.02 0.49
H -1.045034 -2.482850 -0.847117 1.17 -0.57 -0.28
H 0.423805 -3.081107 -1.116842 0.58 -1.95 -0.37
```
Forces are in eV/Å.

The charge is +1. The energy relative to the best compared isomer or geometry (same formula, charge and spin) comes out at 15.45 kcal per mole. As for the molecular weight: 197.94 u.

Record 2
A molecular structure, AgHO2P at a distorted geometry. Source: the Open Molecules 2025 dataset; level of theory: ωB97M-V/def2-TZVPD.

```
5
Properties=species:S:1:pos:R:3:forces:R:3
P -0.527260 1.116092 0.158960 0.53 -3.62 -0.53
O 0.750172 0.091022 0.066120 -1.83 1.91 -0.07
O -1.723727 0.159613 -0.113006 1.02 2.17 0.52
Ag -0.595486 -1.693486 -0.561909 0.28 -0.55 -0.07
H 2.096302 0.326761 0.449836 0.00 0.09 0.15
```
Forces are in eV/Å.

As for the expectation value of S²: 0.76. The energy relative to the best compared isomer or geometry (same formula, charge and spin) comes out at 13.93 kcal per mole. As for the molecular weight: 171.85 u. The spin multiplicity is 2.

Record 3
A molecular structure, AgHO2S at a distorted geometry. Source: the Open Molecules 2025 dataset; level of theory: ωB97M-V/def2-TZVPD.

```
5
Properties=species:S:1:pos:R:3:forces:R:3
Ag 0.728654 -0.862015 -0.247541 3.10 -2.24 -0.93
S 2.342006 0.922970 0.384026 -1.16 -0.23 -0.23
O -0.024045 0.857618 0.276081 -0.54 1.71 0.74
O -1.211338 -0.632573 0.115735 -1.52 0.54 0.64
H -1.835276 -0.285998 -0.528302 0.12 0.22 -0.22
```
Forces are in eV/Å.

As for the expectation value of S²: 2.18. The calculation puts the total energy at -695.9406 Ha. As for the molecular weight: 172.94 u. The spin multiplicity is 3.

Record 4
A molecular structure, AgI. Source: the Open Molecules 2025 dataset; level of theory: ωB97M-V/def2-TZVPD.

```
2
Properties=species:S:1:pos:R:3:forces:R:3
Ag 0.438971 -0.988306 -0.952045 -0.16 0.37 0.36
I -0.438971 0.988306 0.952045 0.16 -0.37 -0.36
```
Forces are in eV/Å.

As for the expectation value of S²: 0.75. The charge is +1. The energy relative to the best compared isomer or geometry (same formula, charge and spin) comes out at 1.27 kcal per mole. As for the molecular weight: 234.77 u. The spin multiplicity is 2.

Record 5
A molecular structure, AgN6O18 at a distorted geometry. Source: the Open Molecules 2025 dataset; level of theory: ωB97M-V/def2-TZVPD.

```
25
Properties=species:S:1:pos:R:3:forces:R:3
Ag 1.403598 -12.759339 1.517420 -0.51 -0.21 0.63
N 5.897418 -16.453788 2.499164 -1.02 1.87 -1.97
O 5.989333 -17.012294 3.635053 0.92 0.42 -1.34
O 4.843464 -16.281344 1.906902 -3.33 -1.75 1.29
O 6.786524 -15.897509 1.791041 3.96 -0.87 1.97
N -0.237194 -17.277629 5.069667 -2.88 5.54 0.63
O 0.118690 -17.899069 4.040960 -1.07 -0.73 3.02
O -1.256913 -17.514873 6.113422 2.92 -2.00 -3.08
O 0.019382 -16.017814 5.134489 0.69 -3.12 -0.24
N 3.009849 -12.181450 -0.721477 -0.16 -0.26 -0.18
O 3.575950 -12.856188 0.131184 -0.53 -0.26 1.00
O 3.508819 -11.983618 -1.805407 1.22 0.45 -1.89
O 1.864930 -11.694696 -0.522289 -1.04 0.24 1.02
N -0.103509 -12.209730 3.857012 1.34 -2.69 -3.52
O 0.741631 -13.071469 4.048122 -0.17 1.08 -0.82
O -0.389020 -11.879569 2.512622 1.64 -0.28 1.84
O -0.793078 -11.744785 4.672653 -2.03 2.02 2.06
N -0.053960 -15.182964 0.403891 -0.83 -0.86 0.65
O 1.158325 -15.239153 0.076276 -1.65 1.79 1.13
O -0.623994 -14.206981 1.184280 2.81 -1.90 -2.35
O -0.789856 -16.125385 0.048891 -0.03 1.23 0.29
N 3.908074 -11.289719 4.196213 -0.97 -2.22 -2.74
O 3.429361 -11.952735 3.199982 0.01 0.76 0.59
O 4.539926 -11.897522 5.027232 1.08 -0.65 1.73
O 3.756011 -10.084974 4.245044 -0.38 2.42 0.26
```
Forces are in eV/Å.

As for the expectation value of S²: 0.76. The charge is -4. The energy relative to the best compared isomer or geometry (same formula, charge and spin) comes out at 0.00 kcal per mole. As for the molecular weight: 479.89 u. The spin multiplicity is 2.

Record 6
A molecular structure, AlO4P at a distorted geometry. Source: the Open Molecules 2025 dataset; level of theory: ωB97M-V/def2-TZVPD.

```
6
Properties=species:S:1:pos:R:3:forces:R:3
Al 4.854999 7.706197 5.987474 1.53 -0.37 1.17
P 7.761668 7.551876 7.653669 -1.03 -0.27 0.33
O 7.058913 8.852253 7.162904 0.61 0.11 -0.44
O 8.806106 7.392804 6.528790 -0.66 0.39 0.32
O 6.629486 6.516081 7.561546 -0.15 0.16 -0.64
O 8.386599 7.759594 9.016534 -0.30 -0.03 -0.75
```
Forces are in eV/Å.

The energy relative to the best compared isomer or geometry (same formula, charge and spin) comes out at 27.51 kcal per mole. As for the molecular weight: 121.95 u.

Q: Which value of molecular weight does entry 6 give?
A: 121.95 u